[1]
Molecular formula: H3N3O2
Method: DFT, ωB97M-V with the def2-TZVPD basis set

Its HOMO-LUMO gap (spin up / spin down) is 9.2372 / 9.9091 eV. The calculation puts the energy above the lowest of the compared OMol25 structures with the same formula, charge and spin at 74.0 kcal/mol. The charge is 0. The largest force on an atom comes out at 4.91 eV/A. Its LUMO energy (spin up / spin down) is -1.87 / -1.21 eV. The total energy is -8606.6612 eV.

```
8
Properties=species:S:1:pos:R:3:forces:R:3
N 0.979 0.075 -0.036 -2.06 -4.06 -1.82
N -1.058 -0.513 0.446 3.08 2.37 1.18
N -2.147 0.215 -0.019 0.64 -1.38 0.64
O -2.192 1.409 -0.024 0.41 0.24 -0.27
O -3.040 -0.586 -0.170 -1.63 0.14 -0.71
H 0.614 0.885 -0.389 -0.88 3.09 -0.82
H 1.261 0.156 0.879 0.57 0.70 2.87
H -1.016 -1.379 -0.019 -0.13 -1.11 -1.07
```
Positions in Å, forces in eV/Å.

For reference, the natural (NBO) charges in units of e are: number 1, N, carries -0.565; number 2, N, carries -0.339; number 3, N, carries 0.596; number 4, O, carries -0.351; number 5, O, carries -0.363; number 6, H, carries 0.326; number 7, H, carries 0.328; number 8, H, carries 0.368


[2]
Molecular formula: H3N3O2S
Method: DFT, ωB97M-V with the def2-TZVPD basis set

Its HOMO-LUMO gap is 9.1324 eV. The calculation puts the energy above the lowest of the compared OMol25 structures with the same formula, charge and spin at 56.2 kcal/mol. The charge is 0. The largest force on an atom comes out at 3.68 eV/A. As for the SMILES: [H]/N=N\O.O=NS. Its LUMO energy is -0.12 eV. The total energy is -19443.7000 eV.

```
9
Properties=species:S:1:pos:R:3:forces:R:3
H -2.322 -0.644 -1.513 -0.61 -0.99 -0.89
N -1.654 0.087 -1.308 -0.84 -0.86 0.60
N -1.202 -0.123 -0.212 2.36 1.59 2.34
O -1.446 -1.324 0.491 -1.47 -0.35 -1.27
H -1.118 -1.243 1.409 0.19 0.67 -0.88
O 1.270 -0.636 0.734 0.05 0.41 0.13
N 1.698 0.240 0.031 -0.18 -2.93 -1.01
S 2.029 1.692 0.704 -0.23 1.63 2.15
H 2.744 1.952 -0.336 0.73 0.83 -1.17
```
Positions in Å, forces in eV/Å.

For reference, the natural (NBO) charges in units of e are: number 1, H, carries 0.300; number 2, N, carries -0.328; number 3, N, carries 0.125; number 4, O, carries -0.593; number 5, H, carries 0.494; number 6, O, carries -0.323; number 7, N, carries -0.056; number 8, S, carries 0.268; number 9, H, carries 0.112


[3]
Molecular formula: H3N3O2S
Method: DFT, ωB97M-V with the def2-TZVPD basis set

Its HOMO-LUMO gap (spin up / spin down) is 4.7060 / 4.7076 eV. The calculation puts the energy above the lowest of the compared OMol25 structures with the same formula, charge and spin at 87.7 kcal/mol. The charge is 0. The largest force on an atom comes out at 4.72 eV/A. Its LUMO energy (spin up / spin down) is -2.37 / -2.37 eV. The total energy is -19442.3339 eV.

```
9
Properties=species:S:1:pos:R:3:forces:R:3
N -1.082 -0.879 1.176 3.05 -3.14 -1.69
N 0.059 -0.349 0.800 -1.87 -0.12 0.26
N 0.292 1.761 -0.974 -2.51 1.86 3.53
O -0.682 1.597 -1.667 -0.54 -0.55 -1.47
O 1.395 1.429 -1.371 3.38 -1.92 -1.88
S 1.084 -1.172 -0.148 -0.56 -0.40 0.26
H -1.579 -0.415 1.908 -0.25 0.42 0.27
H -1.215 -1.968 0.987 -0.10 2.96 0.54
H 1.728 -0.004 -0.712 -0.61 0.89 0.18
```
Positions in Å, forces in eV/Å.

For reference, the natural (NBO) charges in units of e are: number 1, N, carries -0.448; number 2, N, carries -0.182; number 3, N, carries 0.257; number 4, O, carries -0.473; number 5, O, carries -0.587; number 6, S, carries 0.350; number 7, H, carries 0.420; number 8, H, carries 0.386; number 9, H, carries 0.279


[4]
Molecular formula: H3N3O2S
Method: DFT, ωB97M-V with the def2-TZVPD basis set

Its HOMO-LUMO gap is 8.1663 eV. The calculation puts the energy above the lowest of the compared OMol25 structures with the same formula, charge and spin at 43.7 kcal/mol. The charge is 0. The largest force on an atom comes out at 4.19 eV/A. As for the SMILES: NN=S.O=NO. Its LUMO energy is -0.50 eV. The total energy is -19444.2408 eV.

```
9
Properties=species:S:1:pos:R:3:forces:R:3
N -1.526 0.533 -1.125 2.88 -1.17 0.44
N -0.352 -0.051 -0.890 -0.82 0.68 0.21
S 0.358 -0.985 -1.966 -0.53 0.39 0.10
H -1.973 0.944 -0.340 -0.29 0.28 0.47
H -1.982 0.236 -1.939 -1.21 -0.22 -1.34
O 1.533 1.061 1.623 -2.23 -3.20 -0.40
N 0.690 0.152 1.678 0.50 3.94 1.33
O 1.198 -1.065 1.717 1.77 0.61 -1.73
H 2.053 -0.824 1.242 -0.06 -1.31 0.92
```
Positions in Å, forces in eV/Å.

For reference, the natural (NBO) charges in units of e are: number 1, N, carries -0.537; number 2, N, carries -0.315; number 3, S, carries 0.099; number 4, H, carries 0.395; number 5, H, carries 0.363; number 6, O, carries -0.367; number 7, N, carries 0.369; number 8, O, carries -0.475; number 9, H, carries 0.467


[5]
Molecular formula: H3N3O2S
Method: DFT, ωB97M-V with the def2-TZVPD basis set

Its HOMO-LUMO gap (spin up / spin down) is 7.7251 / 7.7837 eV. The calculation puts the energy above the lowest of the compared OMol25 structures with the same formula, charge and spin at 80.1 kcal/mol. The charge is 0. The largest force on an atom comes out at 2.76 eV/A. Its LUMO energy (spin up / spin down) is -1.73 / -1.67 eV. The total energy is -19442.6606 eV.

```
9
Properties=species:S:1:pos:R:3:forces:R:3
N 0.809 0.888 0.400 -0.50 -2.64 -0.61
N -0.076 -0.050 0.846 -0.62 1.12 -1.25
N 0.221 -1.321 0.113 -0.15 0.66 -1.02
O 1.090 -1.279 -0.714 1.28 0.59 -0.61
O -0.454 -2.269 0.308 -1.01 -0.44 1.45
S -2.047 0.364 -0.305 0.97 -0.46 0.80
H 1.174 0.584 -0.584 -0.40 1.54 2.12
H 0.690 1.759 0.924 0.34 -0.36 -0.93
H -1.407 1.324 -0.988 0.09 0.00 0.05
```
Positions in Å, forces in eV/Å.

For reference, the natural (NBO) charges in units of e are: number 1, N, carries -0.636; number 2, N, carries -0.088; number 3, N, carries 0.605; number 4, O, carries -0.395; number 5, O, carries -0.306; number 6, S, carries -0.123; number 7, H, carries 0.426; number 8, H, carries 0.421; number 9, H, carries 0.095


[6]
Molecular formula: H3N3O3
Method: DFT, ωB97M-V with the def2-TZVPD basis set

Its HOMO-LUMO gap is 9.1754 eV. The calculation puts the energy above the lowest of the compared OMol25 structures with the same formula, charge and spin at 81.9 kcal/mol. The charge is 0. The largest force on an atom comes out at 2.85 eV/A. As for the SMILES: NN=O.O=NO. Its LUMO energy is -0.29 eV. The total energy is -10656.2434 eV.

```
9
Properties=species:S:1:pos:R:3:forces:R:3
N -2.173 -0.473 0.047 -0.61 2.00 -0.53
N -0.872 -0.303 0.024 -0.60 1.37 0.26
O -0.568 0.899 -0.119 -0.58 -1.61 -0.01
H -2.696 -1.269 0.283 0.65 -1.96 0.31
H -2.822 0.307 -0.085 0.91 0.38 -0.02
O 3.587 -0.693 -0.031 -2.29 1.45 -0.03
N 2.413 -0.445 -0.107 0.59 -0.42 -0.01
O 2.091 0.897 0.027 -0.42 0.40 0.02
H 1.039 1.082 -0.038 2.36 -1.61 0.00
```
Positions in Å, forces in eV/Å.

For reference, the natural (NBO) charges in units of e are: number 1, N, carries -0.552; number 2, N, carries 0.280; number 3, O, carries -0.434; number 4, H, carries 0.399; number 5, H, carries 0.376; number 6, O, carries -0.314; number 7, N, carries 0.333; number 8, O, carries -0.592; number 9, H, carries 0.504


[7]
Molecular formula: H3N3O4
Method: DFT, ωB97M-V with the def2-TZVPD basis set

Its HOMO-LUMO gap (spin up / spin down) is 7.4673 / 9.0157 eV. The calculation puts the energy above the lowest of the compared OMol25 structures with the same formula, charge and spin at 23.7 kcal/mol. The charge is 0. The largest force on an atom comes out at 4.32 eV/A. Its LUMO energy (spin up / spin down) is -0.85 / -0.34 eV. The total energy is -12699.2392 eV.

```
10
Properties=species:S:1:pos:R:3:forces:R:3
N -1.130 1.096 0.483 -1.81 -3.26 0.16
N -0.386 0.088 0.910 1.99 0.32 0.82
N 1.652 0.225 -0.109 -1.08 -0.13 0.31
O 1.910 1.379 -0.393 0.54 -2.21 0.08
O 2.166 -0.869 -0.194 0.06 2.32 -0.28
O -0.934 -1.478 -0.784 0.80 -0.99 -0.60
O -0.670 -1.119 0.695 -0.67 -1.00 -0.19
H -0.649 1.882 0.632 1.96 3.78 0.72
H -1.658 1.061 -0.341 -0.69 -0.50 -1.55
H -0.301 -2.264 -0.900 -1.09 1.66 0.52
```
Positions in Å, forces in eV/Å.

For reference, the natural (NBO) charges in units of e are: number 1, N, carries -0.571; number 2, N, carries 0.118; number 3, N, carries 0.508; number 4, O, carries -0.335; number 5, O, carries -0.317; number 6, O, carries -0.539; number 7, O, carries -0.102; number 8, H, carries 0.382; number 9, H, carries 0.379; number 10, H, carries 0.477


[8]
Molecular formula: H3N3OS
Method: DFT, ωB97M-V with the def2-TZVPD basis set

Its HOMO-LUMO gap is 9.5113 eV. The calculation puts the energy above the lowest of the compared OMol25 structures with the same formula, charge and spin at 70.3 kcal/mol. The charge is 0. The largest force on an atom comes out at 4.39 eV/A. As for the SMILES: NSNN=O. Its LUMO energy is 0.43 eV. The total energy is -17398.5232 eV.

```
8
Properties=species:S:1:pos:R:3:forces:R:3
N -1.057 0.276 -0.999 -3.26 -0.47 -2.90
S 0.446 0.856 -0.889 1.81 0.77 0.61
N 0.871 -0.244 0.337 0.60 0.96 -1.45
N 1.183 0.129 1.545 0.06 0.16 0.80
O 1.226 -0.790 2.329 0.08 -0.13 0.38
H -1.397 0.194 -2.012 0.74 -0.07 2.14
H -1.775 0.723 -0.445 0.03 0.21 0.05
H 0.503 -1.144 0.134 -0.07 -1.43 0.38
```
Positions in Å, forces in eV/Å.

For reference, the natural (NBO) charges in units of e are: number 1, N, carries -1.026; number 2, S, carries 0.599; number 3, N, carries -0.566; number 4, N, carries 0.230; number 5, O, carries -0.397; number 6, H, carries 0.397; number 7, H, carries 0.382; number 8, H, carries 0.382


[9]
Molecular formula: H3N3S
Method: DFT, ωB97M-V with the def2-TZVPD basis set

Its HOMO-LUMO gap (spin up / spin down) is 7.3619 / 7.8610 eV. The calculation puts the energy above the lowest of the compared OMol25 structures with the same formula, charge and spin at 132.1 kcal/mol. The charge is 0. The largest force on an atom comes out at 2.90 eV/A. Its LUMO energy (spin up / spin down) is -0.43 / -0.10 eV. The total energy is -15348.2436 eV.

```
7
Properties=species:S:1:pos:R:3:forces:R:3
N -0.216 -0.479 -0.912 -0.60 0.89 2.52
N 0.640 0.387 0.618 -1.93 0.02 -2.11
N -1.394 -0.548 -0.441 1.54 0.65 -2.37
S 2.039 1.115 0.232 -0.81 -1.43 0.82
H -1.511 -0.321 0.552 -0.24 -0.03 0.02
H -2.145 -0.416 -1.161 0.39 -0.50 1.31
H 2.587 0.263 1.111 1.64 0.39 -0.19
```
Positions in Å, forces in eV/Å.

For reference, the natural (NBO) charges in units of e are: number 1, N, carries 0.007; number 2, N, carries -0.724; number 3, N, carries -0.471; number 4, S, carries 0.331; number 5, H, carries 0.388; number 6, H, carries 0.382; number 7, H, carries 0.087


[10]
Molecular formula: H3N4
Method: DFT, ωB97M-V with the def2-TZVPD basis set

Its HOMO-LUMO gap (spin up / spin down) is 7.5935 / 10.9348 eV. The calculation puts the energy above the lowest of the compared OMol25 structures with the same formula, charge and spin at 157.7 kcal/mol. The charge is +1. The largest force on an atom comes out at 4.66 eV/A. Its LUMO energy (spin up / spin down) is -8.54 / -5.72 eV. The total energy is -5993.5632 eV.

```
7
Properties=species:S:1:pos:R:3:forces:R:3
N 3.144 -0.069 0.043 1.56 0.68 -0.07
N 2.053 0.050 -0.110 1.03 -2.41 1.41
N -0.129 -0.891 -0.144 -0.51 0.37 1.32
N 0.875 -0.034 -0.275 -3.69 2.34 -1.61
H -0.798 -0.759 -0.923 0.53 -0.23 0.51
H -0.604 -0.899 0.812 1.03 -0.29 -1.37
H 0.509 2.073 0.350 0.05 -0.45 -0.18
```
Positions in Å, forces in eV/Å.

For reference, the natural (NBO) charges in units of e are: number 1, N, carries 0.236; number 2, N, carries 0.233; number 3, N, carries -0.414; number 4, N, carries -0.036; number 5, H, carries 0.433; number 6, H, carries 0.431; number 7, H, carries 0.116


[11]
Molecular formula: H3N5OS
Method: DFT, ωB97M-V with the def2-TZVPD basis set

Its HOMO-LUMO gap is 7.4086 eV. The calculation puts the energy above the lowest of the compared OMol25 structures with the same formula, charge and spin at 34.4 kcal/mol. The charge is 0. The largest force on an atom comes out at 5.32 eV/A. Its LUMO energy is -1.05 eV. The total energy is -20374.4568 eV.

```
10
Properties=species:S:1:pos:R:3:forces:R:3
N -1.809 -0.403 0.278 -1.78 -0.29 0.50
N -0.959 -1.165 -0.070 4.64 -1.15 0.45
N -1.723 0.919 0.032 3.60 0.01 0.48
N 0.079 -1.752 -0.064 -2.90 0.68 -0.97
N 1.974 0.068 0.265 -3.48 -3.90 -1.03
O 1.313 1.032 -0.028 -0.29 2.22 -0.01
S 3.486 -0.271 0.105 2.10 0.15 0.22
H -0.930 1.312 -0.490 -0.03 -0.81 0.34
H -2.550 1.241 -0.267 -3.70 1.49 -1.10
H 1.121 -0.979 0.239 1.84 1.60 1.12
```
Positions in Å, forces in eV/Å.

For reference, the natural (NBO) charges in units of e are: number 1, N, carries -0.049; number 2, N, carries 0.229; number 3, N, carries -0.594; number 4, N, carries -0.224; number 5, N, carries -0.159; number 6, O, carries -0.424; number 7, S, carries 0.117; number 8, H, carries 0.394; number 9, H, carries 0.368; number 10, H, carries 0.343


[12]
Molecular formula: H3NO2
Method: DFT, ωB97M-V with the def2-TZVPD basis set

Its HOMO-LUMO gap is 9.3108 eV. The calculation puts the energy above the lowest of the compared OMol25 structures with the same formula, charge and spin at 1.6 kcal/mol. The charge is 0. The largest force on an atom comes out at 1.56 eV/A. As for the SMILES: N=O.O. Its LUMO energy is -0.51 eV. The total energy is -5630.7626 eV.

```
6
Properties=species:S:1:pos:R:3:forces:R:3
N -0.709 -1.539 0.796 -0.06 -0.13 1.55
O -1.329 -1.093 -0.107 -0.41 0.31 -0.32
H -1.245 -1.362 1.755 0.48 -0.16 -1.21
O 1.331 1.408 -1.127 -0.52 -0.27 -0.30
H 1.488 1.606 -0.209 0.27 0.19 0.50
H 0.463 0.980 -1.107 0.25 0.06 -0.21
```
Positions in Å, forces in eV/Å.

For reference, the natural (NBO) charges in units of e are: number 1, N, carries 0.019; number 2, O, carries -0.243; number 3, H, carries 0.225; number 4, O, carries -0.931; number 5, H, carries 0.463; number 6, H, carries 0.467


What is the charge in the second record?
0


What is the formula in the sixth record?
H3N3O3